1.
The following is a quantum chemistry calculation of a 13-piece molecular cluster, C13H52N12O13 overall in a non-equilibrium geometry, from the OMol25 dataset.

Its strongest force on any atom is 2.6 eV/A. The calculation puts the orbital gap at 9.087 eV. As for the HOMO energy: -9.2 eV. The energy above the lowest of the compared OMol25 structures with the same formula, charge and spin comes out at 0.0 kJ/mol. For the total energy, the calculation gives -58826.7041 eV.

Atoms and positions in Å:
C 2.008 -1.393 4.279
O 2.008 -2.340 5.335
H 3.048 -1.082 4.113
H 1.710 -1.824 3.322
H 1.437 -0.503 4.533
H 1.844 -3.214 4.977
C 3.471 -0.239 -2.381
O 3.659 -1.546 -2.822
H 3.080 -0.253 -1.354
H 4.374 0.374 -2.402
H 2.780 0.275 -3.064
H 2.888 -1.990 -3.213
C -2.047 -3.221 -1.151
O -2.518 -2.817 -2.419
H -1.829 -2.404 -0.455
H -2.789 -3.849 -0.652
H -1.185 -3.874 -1.310
H -1.740 -2.490 -2.891
C 0.909 -3.290 0.631
O 2.168 -3.898 0.799
H 0.906 -2.456 -0.082
H 0.112 -3.965 0.318
H 0.602 -2.837 1.575
H 2.498 -4.188 -0.057
C 3.988 -1.466 0.762
O 3.876 -0.063 0.570
H 4.157 -2.076 -0.127
H 4.657 -1.814 1.552
H 3.004 -1.803 1.104
H 4.480 0.205 -0.129
C -2.232 3.259 0.558
O -1.759 4.439 -0.089
H -2.540 3.424 1.593
H -2.887 2.594 0.004
H -1.323 2.658 0.696
H -1.085 4.775 0.510
C -1.265 -2.312 4.377
O -0.663 -2.955 3.274
H -2.222 -1.855 4.104
H -1.377 -3.077 5.143
H -0.704 -1.485 4.829
H -0.677 -2.354 2.514
C 1.742 2.948 3.150
O 2.861 3.443 3.095
N 1.439 1.652 2.803
N 0.633 3.613 3.573
H 0.470 1.403 2.728
H 2.116 1.052 2.374
H -0.236 3.187 3.855
H 0.800 4.580 3.798
C 0.945 2.502 -3.015
O 0.135 2.031 -2.205
N 0.860 2.248 -4.346
N 2.014 3.274 -2.673
H 1.544 2.599 -4.986
H -0.006 1.868 -4.706
H 2.664 3.555 -3.376
H 2.090 3.596 -1.723
C -0.146 -0.139 0.421
O -0.272 -0.851 1.431
N 1.057 0.378 0.106
N -1.167 0.221 -0.392
H 1.916 0.115 0.560
H 1.114 0.874 -0.769
H -2.005 -0.319 -0.272
H -1.019 0.926 -1.102
C -2.832 1.523 3.494
O -1.805 1.952 4.039
N -2.732 0.597 2.528
N -4.098 2.012 3.642
H -3.520 0.092 2.167
H -1.823 0.347 2.166
H -4.887 1.503 3.302
H -4.165 2.790 4.275
C -2.866 1.082 -4.068
O -1.953 0.575 -4.755
N -2.620 2.005 -3.127
N -4.162 0.765 -4.301
H -1.612 2.045 -2.989
H -3.255 2.246 -2.392
H -4.842 0.865 -3.567
H -4.353 0.019 -4.948
C 0.239 -1.937 -3.726
O 1.240 -2.626 -3.526
N -0.141 -0.973 -2.818
N -0.467 -1.848 -4.877
H -0.820 -0.262 -3.022
H 0.588 -0.796 -2.143
H -0.204 -2.536 -5.565
H -1.285 -1.260 -4.992

Löwdin population analysis, charges in e, atoms 1 to 5: -0.17 -0.11 0.08 0.06 0.06

---

2.
The following is a quantum chemistry calculation of a 13-piece molecular cluster, C13H52N26O13 overall in a non-equilibrium geometry, from the OMol25 dataset.

Its strongest force on any atom is 3.5 eV/A. The calculation puts the orbital gap at 9.108 eV. As for the HOMO energy: -9.2 eV. The energy above the lowest of the compared OMol25 structures with the same formula, charge and spin comes out at 301.4 kJ/mol. For the total energy, the calculation gives -79698.2768 eV.

Atoms and positions in Å:
C 18.187 -9.720 -26.564
O 17.295 -9.142 -25.953
N 19.043 -9.108 -27.468
N 18.646 -11.013 -26.322
H 18.841 -8.138 -27.652
H 19.469 -9.779 -28.078
H 19.626 -11.096 -26.510
H 18.229 -11.423 -25.500
C 13.054 -4.067 -18.879
O 13.462 -5.176 -18.532
N 13.397 -3.561 -20.102
N 12.265 -3.250 -18.113
H 13.057 -2.648 -20.348
H 13.946 -4.143 -20.725
H 11.796 -2.474 -18.544
H 11.930 -3.561 -17.221
C 19.841 -6.311 -29.137
O 20.405 -6.118 -28.045
N 20.489 -6.138 -30.331
N 18.534 -6.671 -29.240
H 19.994 -6.326 -31.183
H 21.491 -6.191 -30.337
H 18.196 -6.663 -30.184
H 17.938 -6.674 -28.417
C 12.320 0.159 -23.113
O 12.823 1.102 -22.515
N 12.922 -1.035 -23.355
N 11.022 0.171 -23.619
H 12.560 -1.790 -23.911
H 13.916 -1.122 -23.191
H 10.831 -0.247 -24.511
H 10.392 0.881 -23.290
C 11.585 -7.687 -20.885
O 11.279 -8.080 -19.757
N 10.722 -7.962 -21.926
N 12.482 -6.699 -21.169
H 10.990 -7.580 -22.817
H 9.856 -8.456 -21.855
H 12.457 -6.320 -22.099
H 12.908 -6.172 -20.420
C 16.804 -1.666 -21.906
O 15.701 -1.273 -22.262
N 17.133 -2.983 -21.747
N 17.800 -0.782 -21.546
H 16.445 -3.726 -21.809
H 18.117 -3.135 -21.624
H 17.541 0.182 -21.637
H 18.686 -1.180 -21.308
C 15.751 -6.076 -26.617
O 16.759 -6.018 -27.342
N 15.505 -7.183 -25.863
N 14.912 -5.033 -26.413
H 16.354 -7.739 -25.924
H 15.006 -7.374 -25.010
H 15.030 -4.223 -27.002
H 14.272 -5.081 -25.643
C 17.566 -9.214 -22.099
O 16.486 -9.797 -22.026
N 18.234 -8.828 -23.219
N 18.288 -8.937 -20.948
H 17.805 -9.011 -24.118
H 19.010 -8.174 -23.068
H 17.851 -9.030 -20.052
H 19.216 -8.551 -20.967
C 10.630 -3.783 -22.052
O 11.420 -4.260 -22.858
N 10.142 -2.494 -22.031
N 10.000 -4.550 -21.118
H 10.645 -1.838 -22.603
H 9.256 -2.286 -21.619
H 9.875 -5.504 -21.415
H 9.712 -4.122 -20.261
C 14.246 -9.615 -29.378
O 13.226 -9.585 -30.052
N 14.302 -9.273 -28.044
N 15.501 -9.786 -29.914
H 13.469 -8.810 -27.730
H 15.220 -9.060 -27.698
H 16.351 -9.910 -29.396
H 15.483 -10.087 -30.874
C 16.017 -6.127 -20.360
O 15.473 -5.303 -21.109
N 15.358 -7.135 -19.750
N 17.336 -6.104 -20.023
H 14.363 -7.260 -19.838
H 15.831 -7.690 -19.065
H 17.755 -6.815 -19.464
H 17.841 -5.354 -20.458
C 20.038 -6.601 -24.278
O 20.330 -7.055 -23.147
N 18.877 -5.964 -24.591
N 20.957 -6.558 -25.307
H 18.179 -5.804 -23.888
H 18.774 -5.519 -25.487
H 20.681 -6.469 -26.283
H 21.899 -6.751 -25.020
C 15.801 -2.935 -29.341
O 15.864 -2.286 -28.298
N 14.870 -2.616 -30.299
N 16.543 -4.059 -29.614
H 14.216 -1.903 -30.038
H 14.848 -3.068 -31.193
H 16.575 -4.352 -30.571
H 16.927 -4.595 -28.850

Löwdin population analysis, charges in e, atoms 1 to 5: -0.59 -0.01 0.18 0.16 0.05

---

3.
The following is a quantum chemistry calculation of a 13-piece molecular cluster, C13H52N8O13 overall in a non-equilibrium geometry, from the OMol25 dataset.

Its strongest force on any atom is 8.8 eV/A. The calculation puts the orbital gap at 8.518 eV. As for the HOMO energy: -8.6 eV. The energy above the lowest of the compared OMol25 structures with the same formula, charge and spin comes out at 445.3 kJ/mol. For the total energy, the calculation gives -52857.6877 eV.

Atoms and positions in Å:
C -17.187 -5.184 -10.979
O -18.507 -5.155 -10.625
N -16.219 -4.828 -10.171
N -16.765 -5.502 -12.144
H -16.597 -4.813 -9.193
H -15.189 -4.664 -10.259
H -17.392 -6.047 -12.810
H -15.853 -5.296 -12.580
C -18.942 -7.959 -12.898
O -19.848 -7.903 -11.890
N -18.589 -6.951 -13.603
N -18.226 -9.039 -13.061
H -19.188 -6.158 -13.453
H -18.079 -7.090 -14.504
H -18.558 -9.753 -12.359
H -17.940 -9.461 -13.921
C -13.959 -5.148 -14.915
O -12.849 -5.970 -14.902
N -15.105 -5.599 -14.511
N -13.886 -3.883 -15.215
H -15.231 -6.553 -14.118
H -15.965 -5.123 -14.683
H -12.990 -3.388 -15.309
H -14.631 -3.166 -15.202
C -19.423 -11.488 -11.364
O -20.703 -11.517 -12.007
N -18.974 -10.404 -10.775
N -18.640 -12.561 -11.363
H -19.603 -9.608 -10.692
H -18.199 -10.448 -10.086
H -18.925 -13.424 -11.795
H -17.592 -12.497 -11.164
C -15.656 -8.381 -10.607
O -14.848 -7.295 -10.995
H -15.097 -9.361 -10.644
H -16.609 -8.500 -11.181
H -15.946 -8.240 -9.565
H -15.435 -6.601 -11.114
C -18.093 -11.884 -15.040
O -17.127 -10.900 -14.912
H -17.804 -12.421 -15.948
H -19.034 -11.416 -15.142
H -18.219 -12.542 -14.188
H -16.223 -11.287 -15.061
C -18.181 -7.951 -16.650
O -17.485 -6.873 -16.101
H -17.508 -8.483 -17.294
H -19.070 -7.618 -17.190
H -18.596 -8.572 -15.826
H -17.125 -6.292 -16.686
C -18.621 -4.159 -15.478
O -17.464 -4.107 -14.656
H -18.409 -4.199 -16.530
H -19.299 -3.359 -15.158
H -19.176 -5.096 -15.289
H -17.695 -4.185 -13.757
C -15.790 -11.766 -12.063
O -16.028 -12.246 -10.783
H -15.563 -12.550 -12.758
H -14.957 -11.074 -12.082
H -16.629 -11.163 -12.435
H -15.372 -12.872 -10.534
C -19.007 -7.790 -8.619
O -19.391 -8.061 -7.361
H -19.304 -6.779 -8.877
H -19.433 -8.483 -9.295
H -17.979 -7.707 -8.723
H -18.834 -7.589 -6.726
C -14.748 -8.873 -13.809
O -15.733 -7.904 -13.714
H -14.358 -9.104 -12.813
H -13.893 -8.535 -14.376
H -15.020 -9.754 -14.320
H -16.459 -8.269 -13.231
C -22.583 -6.608 -10.851
O -21.235 -6.269 -10.506
H -22.820 -6.466 -11.947
H -23.317 -6.190 -10.106
H -22.674 -7.686 -10.757
H -20.597 -6.865 -10.952
C -21.178 -3.644 -12.749
O -20.063 -4.431 -12.801
H -21.106 -2.992 -11.890
H -22.079 -4.213 -12.519
H -21.284 -2.901 -13.535
H -19.743 -4.580 -11.938

Löwdin population analysis, charges in e, atoms 1 to 5: -0.61 -0.07 0.15 0.15 0.15

---

4.
The following is a quantum chemistry calculation of C13H56IN3O22P as an isolated structure in a non-equilibrium geometry, from the OMol25 dataset.

Its strongest force on any atom is 1.1 eV/A. The calculation puts the orbital gap at 7.169 eV. As for the HOMO energy: -11.5 eV. The net charge is +1. For the total energy, the calculation gives -81290.0052 eV.

Atoms and positions in Å:
C -5.449 -0.412 -5.537
C -4.602 -0.982 -4.448
O -4.280 -2.127 -4.303
O -4.219 -0.001 -3.571
C -2.838 -0.046 -3.171
C -2.601 1.054 -2.162
C -1.109 1.300 -1.897
C -0.537 0.522 -0.693
C 0.133 -0.760 -1.163
C 0.747 -1.617 -0.087
C 0.625 -1.284 1.254
C 1.132 -2.123 2.256
C 1.016 -1.879 3.728
C 1.186 -0.422 4.191
N 2.449 -0.189 4.912
N 1.745 -3.251 1.930
N 1.894 -3.547 0.659
I 2.945 -5.345 0.553
C 1.439 -2.816 -0.373
P 1.632 -3.408 -2.107
O 1.047 -2.473 -3.060
O 1.039 -4.872 -2.093
O 3.182 -3.652 -2.330
H -5.629 -1.141 -6.321
H -6.412 -0.084 -5.154
H -4.932 0.452 -5.944
H -2.205 0.090 -4.051
H -2.635 -1.039 -2.764
H -3.118 0.824 -1.229
H -3.038 1.969 -2.566
H -0.560 0.975 -2.786
H -0.889 2.355 -1.767
H 0.180 1.171 -0.187
H -1.369 0.298 -0.020
H -0.600 -1.371 -1.690
H 0.918 -0.510 -1.873
H 0.115 -0.376 1.540
H 0.085 -2.320 4.084
H 1.819 -2.461 4.181
H 1.122 0.303 3.382
H 0.363 -0.185 4.863
H 2.266 0.026 5.882
H 3.048 -1.004 4.921
H 0.242 -4.952 -1.545
H 3.620 -2.785 -2.361
O -7.076 1.655 -7.118
H -7.949 2.009 -6.922
H -7.191 1.197 -7.957
O -0.326 4.232 -0.892
H -0.219 4.682 -0.037
H -0.604 4.906 -1.518
O -0.565 2.042 3.643
H -1.431 2.337 3.956
H 0.044 2.466 4.261
O 4.506 -3.348 3.584
H 5.354 -3.451 3.140
H 3.846 -3.443 2.891
O -4.371 3.193 -5.248
H -4.347 2.840 -6.142
H -4.564 2.429 -4.692
O -0.032 4.656 2.486
H -0.267 3.733 2.686
H 0.211 5.042 3.343
O 0.282 5.959 4.812
H -0.522 6.399 5.106
H 0.987 6.431 5.270
O 2.586 -8.663 0.202
H 2.093 -9.465 0.005
H 2.382 -8.123 -0.569
O 0.532 -8.717 -1.845
H 0.037 -9.521 -2.034
H 0.362 -8.153 -2.607
O 1.237 8.317 3.383
H 0.754 7.564 3.029
H 1.689 8.707 2.628
O 3.404 0.216 -1.274
H 3.571 0.828 -0.547
H 3.132 0.804 -1.989
O -3.423 2.983 3.524
H -4.066 2.290 3.347
H -3.624 3.678 2.889
O 6.212 -3.534 -0.369
H 7.035 -3.688 -0.844
H 5.530 -3.585 -1.044
O -1.013 3.367 6.024
H -1.387 3.403 6.910
H -1.554 3.982 5.517
O -1.306 -4.705 0.557
H -1.994 -4.196 1.000
H -0.499 -4.206 0.704
O 4.646 2.618 -2.263
H 5.097 3.264 -2.817
H 4.972 1.767 -2.575
O 3.144 5.088 1.485
H 2.253 4.757 1.650
H 3.551 5.136 2.355

Löwdin population analysis, charges in e, atoms 1 to 5: 0.01 -0.52 0.12 -0.04 -0.18

---

5.
The following is a quantum chemistry calculation of C13H5F3IIrN4O12S2 as an isolated structure in a non-equilibrium geometry, from the OMol25 dataset.

Its strongest force on any atom is 1.0 eV/A. The expectation value of S² is 8.77. The calculation puts the orbital gap (spin up / spin down) at 6.476 / 6.326 eV. As for the HOMO energy (spin up / spin down): -5.3 / -6.1 eV. The energy above the lowest of the compared OMol25 structures with the same formula, charge and spin comes out at 134.5 kJ/mol. The net charge is -1. As for the spin multiplicity: 6. For the total energy, the calculation gives -84847.2995 eV.

Atoms and positions in Å:
Ir -1.568 -0.202 0.972
F 1.571 -2.242 5.525
C 2.522 -1.644 4.792
F 3.661 -2.334 4.972
F 2.709 -0.420 5.310
C 2.148 -1.588 3.329
C 3.039 -2.071 2.380
C 2.694 -2.036 1.047
C 1.444 -1.557 0.686
N 0.593 -1.089 1.600
C 0.948 -1.073 2.876
S -0.197 -0.248 4.004
H 3.991 -2.470 2.698
H 3.372 -2.379 0.278
H 1.100 -1.528 -0.335
O -2.237 3.023 -0.541
C -2.269 1.863 -0.879
O -2.881 0.889 -0.224
C -1.621 1.391 -2.139
C -1.975 1.943 -3.335
C -1.397 1.471 -4.517
C -0.440 0.496 -4.496
C -0.054 -0.052 -3.281
C -0.673 0.317 -2.050
O -0.412 -0.254 -0.928
N 1.015 -1.045 -3.371
O 1.505 -1.494 -2.347
O 1.322 -1.459 -4.474
N -1.801 2.031 -5.802
O -2.631 2.922 -5.795
O -1.261 1.615 -6.811
H -2.694 2.749 -3.373
H 0.025 0.159 -5.408
O -2.609 -0.911 3.886
N -1.594 -0.773 3.157
I -2.568 -2.565 0.279
O 0.051 1.291 3.709
S -0.630 2.244 2.308
O -0.280 3.539 2.754
O 0.104 1.658 1.197
O -2.020 1.834 2.346

Löwdin population analysis, charges in e, atoms 1 to 5: 1.18 0.14 -0.60 0.14 0.15

---

6.
The following is a quantum chemistry calculation of C13H6BrF5GaO9P2S as an isolated structure, from the OMol25 dataset.

Its strongest force on any atom is 0.8 eV/A. The calculation puts the orbital gap at 8.830 eV. As for the HOMO energy: -6.5 eV. The energy above the lowest of the compared OMol25 structures with the same formula, charge and spin comes out at 0.0 kJ/mol. The net charge is -1. For the total energy, the calculation gives -197438.6758 eV.

Atoms and positions in Å:
Ga 0.157 0.822 -1.823
O 2.094 3.912 -4.005
P 0.948 3.399 -3.020
O -0.312 4.126 -3.171
O 0.964 1.865 -3.164
O 1.659 3.649 -1.579
P 1.043 3.242 -0.144
O 2.377 3.194 0.744
O 0.072 4.195 0.392
O 0.661 1.754 -0.285
H 1.804 4.739 -4.396
H 2.413 3.995 1.270
F -4.333 -3.848 -1.537
C -3.133 -3.271 -1.655
C -2.573 -2.594 -0.584
F -3.251 -2.510 0.565
C -1.329 -2.009 -0.710
F -1.607 0.768 -1.924
C -0.619 -2.053 -1.901
S 0.953 -1.270 -2.068
C -1.199 -2.730 -2.965
F -0.582 -2.814 -4.147
C -2.439 -3.341 -2.851
F -2.975 -3.987 -3.891
Br 1.985 -1.719 6.135
C 1.333 -0.925 4.536
C 1.491 0.440 4.347
C 1.013 1.021 3.182
C 0.381 0.247 2.220
C 0.237 -1.120 2.429
C 0.719 -1.718 3.590
C -0.412 -2.005 1.425
O -0.475 -3.201 1.486
O -0.807 -1.294 0.342
H 1.986 1.036 5.100
H 1.139 2.080 3.013
H 0.019 0.707 1.313
H 0.599 -2.783 3.731

Löwdin population analysis, charges in e, atoms 1 to 5: 0.14 -0.10 0.23 -0.25 -0.24

---

Look up the strongest force on any atom of the third one. 8.8 eV/A

---

The lowest strongest force on any atom belongs to which entry? C13H6BrF5GaO9P2S